(1)
Entry from the OMol25 dataset: C33H50CoN3OP2 as an isolated structure at a distorted geometry (ωB97M-V/def2-TZVPD).

Results
DFT total energy ... -3592.189413 a.u.
Charge ... +1
<S²> ... 3.81
HOMO (alpha / beta) ... -9.746 / -10.177 eV
2S+1 ... 4
Frontier orbital gap (alpha / beta) ... 7.4453 / 6.5033 eV

The geometry in XYZ format:
```
90
Properties=species:S:1:pos:R:3:lowdin_charge:R:1
C -2.466 -1.074 -0.964 -0.307
C -0.274 -1.751 -1.565 -0.282
C -3.004 -1.791 -2.040 -0.005
C -0.769 -2.465 -2.669 -0.008
C -2.147 -2.505 -2.893 -0.024
H -4.083 -1.769 -2.216 0.121
H -0.071 -2.977 -3.337 0.120
H -2.554 -3.067 -3.739 0.120
N -1.125 -1.102 -0.714 0.034
P -2.269 1.281 0.513 1.128
P 1.572 -1.526 0.542 1.183
C -3.303 -0.186 -0.078 -0.223
H -4.244 0.089 -0.583 0.091
H -3.560 -0.720 0.857 0.081
C 1.181 -1.495 -1.321 -0.282
H 1.812 -2.153 -1.936 0.105
C 3.424 -0.987 0.645 -0.626
C 1.403 -3.361 1.061 -0.647
C -2.256 2.520 -0.948 -0.640
C -3.312 1.999 1.949 -0.648
C 3.512 0.450 1.207 -0.109
H 3.351 0.460 2.296 0.068
H 4.532 0.828 1.006 0.097
H 2.785 1.135 0.752 0.047
C 4.186 -1.888 1.640 -0.097
H 3.791 -1.782 2.665 0.076
H 4.172 -2.953 1.361 0.068
H 5.243 -1.563 1.656 0.098
C 4.101 -1.034 -0.740 -0.072
H 5.193 -1.133 -0.599 0.098
H 3.764 -1.887 -1.351 0.068
H 3.926 -0.105 -1.307 0.077
C 1.688 -3.489 2.576 -0.101
H 1.627 -2.509 3.073 0.063
H 0.916 -4.143 3.023 0.085
H 2.668 -3.935 2.792 0.077
C -0.064 -3.793 0.834 -0.102
H -0.776 -3.003 1.114 0.034
H -0.253 -4.086 -0.211 0.079
H -0.265 -4.674 1.471 0.098
C 2.306 -4.308 0.247 -0.077
H 2.880 -3.760 -0.521 0.063
H 3.015 -4.869 0.875 0.084
H 1.671 -5.046 -0.278 0.086
C -2.574 3.219 2.536 -0.095
H -2.751 3.251 3.627 0.090
H -1.485 3.142 2.374 0.056
H -2.927 4.173 2.114 0.077
C -3.412 0.934 3.058 -0.112
H -3.748 -0.044 2.677 0.068
H -2.448 0.791 3.568 0.051
H -4.156 1.278 3.802 0.100
C -4.747 2.374 1.522 -0.080
H -5.449 2.032 2.306 0.087
H -4.894 3.455 1.392 0.082
H -5.035 1.867 0.585 0.062
C -1.504 1.848 -2.118 -0.093
H -2.058 1.927 -3.069 0.095
H -0.536 2.364 -2.250 0.074
H -1.293 0.790 -1.902 0.035
C -1.431 3.743 -0.488 -0.099
H -0.541 3.402 0.070 0.070
H -1.096 4.301 -1.382 0.096
H -2.015 4.433 0.141 0.069
C -3.641 2.953 -1.462 -0.090
H -4.247 2.093 -1.797 0.082
H -4.217 3.520 -0.713 0.063
H -3.497 3.616 -2.336 0.097
Co -0.230 0.055 0.929 0.095
C -1.078 -1.003 2.303 -0.087
O -1.489 -1.621 3.223 0.119
N 0.820 0.864 -0.770 0.095
C 1.323 0.049 -1.619 -0.398
C 1.972 0.484 -2.887 -0.189
C 2.586 1.758 -2.918 -0.043
C 1.999 -0.298 -4.062 -0.027
C 3.207 2.226 -4.078 -0.071
H 2.552 2.356 -2.003 0.111
C 2.619 0.175 -5.227 -0.074
H 1.526 -1.285 -4.077 0.097
C 3.227 1.437 -5.241 -0.077
H 3.682 3.214 -4.080 0.109
H 2.625 -0.448 -6.129 0.108
H 3.714 1.804 -6.151 0.108
C 0.394 1.557 4.878 -0.020
C 0.544 1.351 3.436 -0.146
N 0.493 1.041 2.322 0.093
H -0.436 0.940 5.296 0.109
H 0.357 2.640 5.098 0.102
H 1.373 1.374 5.360 0.099
```

(2)
Entry from the OMol25 dataset: C33H50N5OS2Si2Sr as an isolated structure at a distorted geometry (ωB97M-V/def2-TZVPD).

Results
DFT total energy ... -3042.312951 a.u.
Charge ... -1
HOMO ... -1.773 eV
Frontier orbital gap ... 3.2011 eV

The geometry in XYZ format:
```
94
Properties=species:S:1:pos:R:3:lowdin_charge:R:1
Sr 0.779 -0.404 -0.172 1.344
N 1.868 1.766 2.009 0.046
C 2.305 0.743 2.947 -0.247
C 1.310 -0.402 2.919 -0.164
N 1.295 -1.032 1.633 -0.500
C 0.227 -1.947 1.474 -0.259
C 0.453 -2.655 0.176 -0.425
N -0.659 -2.575 -0.719 0.043
C 2.501 -1.679 1.262 -0.231
C 3.098 -1.069 0.026 -0.328
N 2.650 -1.659 -1.221 -0.062
H 2.477 2.572 2.047 0.081
H 0.914 2.061 2.204 0.060
H 2.429 1.078 3.986 0.115
H 3.287 0.388 2.618 0.105
H 0.311 -0.021 3.106 0.109
H 1.538 -1.134 3.717 0.143
H -0.735 -1.455 1.511 0.089
H 0.228 -2.671 2.303 0.159
H 0.797 -3.682 0.377 0.142
H 1.284 -2.147 -0.239 -0.056
H -1.514 -2.824 -0.235 0.096
H -0.530 -3.214 -1.495 0.099
H 2.432 -2.765 1.191 0.139
H 3.234 -1.570 2.067 0.139
H 4.185 -1.114 0.140 0.141
H 2.832 -0.023 0.078 0.042
H 2.736 -2.667 -1.150 0.106
H 3.223 -1.352 -1.998 0.104
S -3.659 -1.680 3.782 1.056
C -2.865 -0.771 5.026 -0.488
C -2.884 -0.961 6.399 -0.111
C -2.159 -0.089 7.197 -0.112
C -1.426 0.950 6.622 -0.105
C -1.409 1.142 5.254 -0.028
C -2.136 0.278 4.428 -0.325
N -2.197 0.339 3.060 0.110
C -2.952 -0.578 2.542 -0.497
C -3.338 -0.752 1.152 -0.302
C -4.621 -1.320 0.950 -0.118
C -5.070 -1.612 -0.316 -0.129
C -4.288 -1.250 -1.413 -0.114
C -3.101 -0.565 -1.209 -0.185
C -2.516 -0.368 0.054 -0.103
H -3.448 -1.775 6.836 0.100
H -2.167 -0.213 8.272 0.093
H -0.862 1.619 7.260 0.095
H -0.846 1.951 4.804 0.111
H -5.277 -1.496 1.799 0.062
H -6.036 -2.081 -0.456 0.086
H -4.628 -1.498 -2.415 0.087
H -2.536 -0.193 -2.063 0.062
C 2.992 2.434 -3.995 -0.311
Si 2.147 2.187 -2.229 0.540
C 3.717 2.592 -1.130 -0.305
C 1.281 3.933 -2.059 -0.339
C 1.919 5.047 -2.620 -0.147
C 1.410 6.333 -2.519 -0.132
C 0.222 6.535 -1.830 -0.130
C -0.423 5.444 -1.268 -0.140
C 0.073 4.136 -1.362 -0.343
Si -0.944 2.675 -0.530 0.535
C -1.374 3.524 1.187 -0.302
C -2.630 3.009 -1.463 -0.281
H 3.847 3.118 -3.980 -0.007
H 2.272 2.822 -4.724 0.001
H 3.355 1.475 -4.382 -0.026
H 4.217 3.533 -1.389 0.002
H 4.464 1.790 -1.195 -0.013
H 3.391 2.665 -0.087 -0.029
H 2.852 4.904 -3.158 0.072
H 1.935 7.168 -2.973 0.081
H -0.194 7.534 -1.731 0.082
H -1.354 5.608 -0.731 0.077
H -2.140 4.306 1.119 -0.003
H -0.481 3.977 1.633 -0.008
H -1.748 2.754 1.870 -0.033
H -3.072 3.986 -1.240 -0.002
H -3.357 2.237 -1.188 -0.016
H -2.478 2.949 -2.546 -0.003
O 1.206 -2.005 -3.878 -0.586
S 1.019 -0.888 -4.845 0.897
C -0.084 -1.573 -6.181 -0.313
C -1.323 -0.690 -6.250 -0.250
C -1.630 -0.336 -4.799 -0.247
C -0.324 0.201 -4.239 -0.330
H -0.325 -2.581 -5.844 0.085
H 0.479 -1.619 -7.112 0.073
H -2.155 -1.202 -6.738 0.107
H -1.106 0.222 -6.812 0.112
H -1.912 -1.235 -4.245 0.110
H -2.435 0.393 -4.698 0.117
H -0.258 0.192 -3.161 0.036
H -0.095 1.200 -4.614 0.094
```